No. 1
103
Properties=species:S:1:pos:R:3:mulliken_charge:R:1 method="wB97M-V/def2-TZVPD" e_homo_ev=-10.018 total_charge=+1
H -2.026 1.542 -4.645 0.252
H -2.946 -4.277 -0.910 0.503
C 5.763 -3.637 0.723 0.220
C 6.948 -4.537 0.492 0.807
C -1.768 0.949 2.388 -0.409
Pt 0.005 -1.712 1.599 3.547
N -1.516 -3.395 1.963 0.064
C 3.602 -1.952 1.117 0.888
H -2.296 -2.685 -0.499 -0.012
H 2.517 0.149 6.314 0.592
C -2.940 2.390 0.883 -0.843
C 1.194 2.514 -0.484 -0.920
F 4.281 3.373 6.219 -0.257
Br 0.176 -2.054 6.627 -0.154
H 6.761 -1.930 -0.110 0.456
H 1.003 -2.868 -1.088 0.562
C -3.106 -5.113 1.540 -1.129
C -3.241 -5.384 2.869 -0.829
C 2.154 0.400 0.192 0.294
P 2.186 -0.877 1.491 -0.426
C 0.413 -2.034 -1.444 -0.922
C -3.879 3.614 -4.435 0.144
C -1.110 0.098 -2.251 0.946
C -2.578 -4.791 5.209 -0.106
H 1.288 1.836 1.541 0.515
F 5.813 1.859 6.378 -0.254
H 4.181 1.251 1.789 0.293
F 7.572 -4.236 -0.659 -0.262
H -1.466 0.651 3.387 0.520
F 3.970 1.652 7.494 -0.279
C 4.484 2.046 6.323 0.727
C -1.952 1.211 -2.537 -0.499
Br -3.760 -6.054 5.977 -0.211
C 2.883 0.380 5.324 -0.961
F 7.853 -4.415 1.475 -0.244
C 0.304 -1.759 -2.804 -1.445
C -2.620 2.042 2.173 -0.950
H 0.810 -2.391 -3.520 0.536
C -1.577 0.563 0.134 -0.314
H -6.016 5.007 -8.882 0.340
C -2.510 -4.630 3.810 0.758
F 1.995 4.057 -3.200 -0.283
C -0.820 -2.867 4.129 0.018
H 5.131 2.375 3.764 0.427
C -2.245 -4.084 1.102 0.914
H -2.999 2.604 3.016 0.467
C -2.403 1.645 -0.179 0.656
F 6.594 -5.828 0.431 -0.267
H -3.653 -5.688 0.807 0.434
N -1.285 0.237 1.391 -0.238
H -4.531 6.004 -8.828 0.349
C 4.772 -1.460 0.541 -0.076
C 2.143 1.036 -2.133 -0.917
C 4.352 1.632 3.880 -1.275
C -2.168 -3.757 -0.356 -1.014
C -0.949 -0.237 -0.891 -0.200
H -1.838 -4.175 7.101 0.468
C -3.217 2.794 -3.424 0.391
C 2.467 0.129 -1.136 -0.764
H 2.939 -0.809 -1.401 0.697
H 2.616 -3.664 1.951 0.348
C 3.528 -3.286 1.503 -0.659
C -5.282 5.505 -4.950 -0.638
H -0.582 -0.479 -4.265 0.497
C -1.792 -4.038 6.029 -0.392
C -0.918 -3.085 5.487 -0.061
H -3.191 2.508 -6.153 0.242
C 3.821 0.994 2.778 -0.024
C 2.349 -0.268 4.214 0.253
H 4.559 -5.171 1.603 0.469
C 1.054 3.157 -2.896 0.714
O -0.012 -1.956 3.619 -0.608
H -4.778 4.887 -2.967 0.491
C -2.605 1.939 -1.565 0.941
C 1.530 1.609 0.509 -1.102
F 0.756 2.488 -4.033 -0.271
C 2.815 0.036 2.941 0.438
H 0.685 3.438 -0.243 0.494
H -6.121 6.773 -9.009 0.244
H 4.843 -0.424 0.234 0.349
H -1.195 -4.039 -0.762 0.196
C -5.129 5.261 -6.318 0.894
C -4.376 4.168 -6.737 -0.651
H -4.264 3.935 -7.786 0.408
H -5.891 6.348 -4.653 0.432
C 4.611 -4.131 1.310 -0.970
C -1.636 -3.654 3.293 -0.127
H -3.572 3.238 0.653 0.604
C -0.467 -0.700 -3.211 -0.612
C -3.762 3.358 -5.794 -0.705
H -3.899 -6.172 3.210 0.397
H 1.562 -0.993 4.347 -0.084
N -2.350 1.776 -3.723 0.128
F -0.053 3.835 -2.551 -0.256
O -5.747 6.123 -7.145 -0.458
C -4.668 4.695 -4.026 -0.495
N -0.205 -1.314 -0.521 0.688
C 3.881 1.318 5.151 0.434
C 5.852 -2.302 0.343 -1.122
C 1.486 2.212 -1.808 0.502
N -3.383 2.909 -2.123 -0.896
C -5.584 5.951 -8.546 -0.840
H 2.370 0.814 -3.168 0.487

=====

No. 2
147
Properties=species:S:1:pos:R:3:mulliken_charge:R:1 method="wB97M-V/def2-TZVPD" e_homo_ev=-9.208
C 7.965 -2.861 -5.143 0.128
H -2.883 -0.947 -1.768 0.784
H -3.488 -6.275 9.494 -0.225
Br -4.522 -6.817 -0.762 -0.041
H 3.031 -5.462 4.192 0.372
Br -2.758 -5.653 6.172 0.281
Br -1.064 1.711 -5.193 0.252
H 10.328 1.008 -4.175 0.362
Br 3.772 4.865 0.602 -0.038
Br -10.188 -2.056 -6.067 -0.020
C -3.291 1.571 -3.366 -2.163
Br -1.287 -4.193 -10.114 -0.049
Br -1.615 1.698 8.673 -0.032
H -3.819 1.087 -0.767 0.693
Br -1.499 4.460 -6.752 -0.074
Br -11.932 -3.745 12.650 -0.011
H 1.081 -5.608 -2.764 0.394
C -3.138 -1.244 4.149 0.271
Br 9.686 3.336 -4.658 0.044
Br 0.629 -3.910 -1.030 0.048
Br 12.091 7.762 -0.615 -0.042
H -1.008 1.796 -0.160 -0.204
C 2.756 3.600 -0.432 -0.297
F -1.981 -4.687 1.133 -0.126
F -2.434 -0.101 0.944 0.148
C 2.297 -6.091 4.673 -0.372
Br -1.600 5.702 -2.371 0.038
H 4.004 0.461 -3.346 0.207
H 8.159 -1.942 -5.678 -0.175
C -2.029 2.041 0.109 -0.770
Br -0.292 -4.011 -4.075 0.076
O -0.959 1.536 -2.602 0.109
Br -7.495 -0.686 -0.342 0.012
H 8.427 7.375 -5.591 0.371
Br 15.452 -0.491 -9.981 -0.041
C -0.809 -4.261 -8.252 -0.368
Br -4.882 -7.861 7.022 -0.066
C -2.204 -0.396 -2.406 -1.246
Br -3.667 -3.897 -1.663 0.114
C -7.880 0.746 -1.562 -0.410
Br 0.836 -4.960 5.207 0.029
F -0.194 1.065 2.099 -0.339
Br -2.112 8.164 -4.326 -0.044
C -4.851 -4.935 -0.540 0.541
Br -3.081 -8.284 4.417 -0.063
H -2.146 3.096 0.322 0.662
Br -1.430 -7.628 9.447 -0.074
F -3.477 -4.814 3.074 -0.260
Br 6.465 0.524 -3.604 0.032
Br -3.468 -7.044 11.833 -0.045
Br 13.191 -1.416 -7.938 0.015
Br -5.908 -5.012 9.790 0.106
H 0.256 -4.439 -8.200 0.372
C -1.776 0.982 3.908 0.546
Br -0.255 1.945 -8.277 -0.081
F -0.825 1.540 4.700 -0.338
C -1.726 -0.555 4.199 0.387
F -0.796 -1.209 3.488 -0.179
H -10.213 -2.396 11.497 0.218
C 10.339 1.582 -5.090 -0.347
Br 12.657 1.037 -9.893 0.010
Br 4.300 2.825 -3.986 -0.017
C -4.191 1.813 -4.094 -0.778
Br 14.311 8.898 -2.600 -0.025
Br 5.229 9.334 -1.264 0.012
Br -12.217 -1.046 10.981 -0.022
H 0.580 3.193 -6.313 0.280
F -4.072 -3.065 1.970 -0.208
I -2.152 -1.155 -4.462 0.107
C -6.057 -4.153 11.505 -0.253
Br -6.698 -4.486 -0.813 -0.038
H 3.467 2.962 -0.940 0.144
H -8.337 -1.523 -7.614 0.351
C -2.324 1.156 -2.336 3.582
F -3.923 -0.730 3.194 -0.139
F -2.175 -3.258 5.018 -0.284
Br -1.141 -2.577 -7.374 0.013
C 1.054 -4.528 -2.801 -0.519
F -4.293 -3.158 4.731 -0.341
C -0.156 0.488 -2.246 0.291
F -1.345 -0.664 5.492 -0.285
Br 7.244 9.080 -4.247 -0.072
O 1.016 0.501 -2.247 -0.478
Br -7.802 -4.407 12.273 -0.019
H -2.574 2.578 6.577 -0.253
Br 1.662 2.476 0.682 0.154
C -1.424 1.461 2.473 0.784
H 13.123 10.004 -0.739 0.348
C -11.219 -2.674 11.216 -0.212
Br 4.157 0.214 -5.797 -0.017
C 4.642 0.935 -4.080 -0.209
O -0.925 -0.547 -1.823 -0.079
Br 11.418 10.223 -2.513 -0.038
H 6.378 9.748 0.880 0.346
F -3.709 -0.899 5.326 -0.258
C -3.122 -3.541 2.793 0.879
C -2.430 1.201 1.328 0.465
H 14.369 0.744 -8.139 0.298
Br -1.678 -5.718 -7.345 -0.028
C -3.178 -7.527 6.184 -0.265
Br 1.734 -7.400 3.380 -0.033
H -4.624 -4.694 0.485 -0.601
F -0.740 -3.925 2.719 -0.156
Br 9.438 6.942 -3.378 0.065
Br -6.315 1.159 -2.625 -0.002
H -5.344 -4.633 12.162 0.209
C -9.029 -0.894 -7.075 -0.368
Br -4.569 1.463 7.511 -0.048
Br 8.134 10.497 -0.689 0.037
F -1.588 -2.576 1.224 0.020
C -0.801 7.175 -3.324 -0.409
C 6.333 10.320 -0.035 -0.346
Br 9.083 -2.840 -3.575 -0.017
H -3.444 2.671 -1.369 0.622
Br -7.991 0.236 -5.915 0.072
H -0.390 7.846 -2.585 0.410
C -2.684 -6.384 10.208 0.239
H -4.950 1.868 -4.833 0.848
C 13.975 0.066 -8.881 -0.304
C -2.966 2.526 7.581 0.303
Br 6.661 5.965 -4.592 0.008
C 12.786 9.322 -1.506 -0.292
Br 6.098 -2.861 -4.684 0.049
C -3.115 -2.805 4.165 0.349
C -0.414 2.873 -6.592 -0.267
F -1.352 2.816 2.577 -0.361
C -1.803 -3.655 1.977 0.313
Br -1.907 -4.643 10.451 0.012
Br -5.580 -2.292 11.410 0.006
Br 1.701 4.454 -1.795 0.072
Br 3.154 -6.908 6.190 -0.046
Br 12.155 1.601 -5.722 -0.029
F -3.690 1.550 1.668 -0.349
Br 0.660 6.601 -4.442 -0.066
H -8.109 1.619 -0.968 0.375
Br 9.163 0.697 -6.331 -0.003
Br 8.414 -4.311 -6.324 -0.041
Br -11.092 -3.677 9.579 0.012
Br 2.787 -3.930 -3.377 -0.007
Br -3.333 4.330 8.141 -0.032
Br -9.419 0.382 -2.655 -0.043
H -2.429 -8.021 6.785 0.229
Br -10.005 0.130 -8.380 -0.019
Br 5.566 12.031 0.405 -0.027
F -2.936 1.524 4.312 -0.222
C 8.004 7.348 -4.598 -0.340
C -2.996 1.731 -1.063 -2.120

=====

No. 3
20
Properties=species:S:1:pos:R:3:mulliken_charge:R:1 method="wB97M-V/def2-TZVPD" e_homo_ev=-8.083
C 0.570 0.833 1.400 -1.334
H 0.516 1.946 1.455 0.351
H -2.344 -0.492 0.144 0.509
H 1.588 0.330 1.443 0.239
N 0.536 -2.395 0.545 -0.457
C -0.357 0.342 0.322 1.267
H 0.181 0.627 2.441 0.356
H -0.892 2.070 -0.729 0.490
C -0.459 1.111 -0.994 -0.683
H -1.224 0.747 -1.819 0.251
H 1.322 0.039 -1.684 0.258
H -0.256 -2.898 0.924 0.261
O -1.438 -1.014 1.852 -0.575
H 1.475 1.885 -1.339 0.214
C -1.506 -0.369 0.814 -0.625
H -0.717 -1.696 -0.704 0.315
N 0.135 -1.433 -0.356 -0.446
H 0.750 1.282 -2.909 0.378
C 0.837 1.083 -1.822 -0.997
H 1.284 -1.997 1.017 0.227

=====

No. 4
19
Properties=species:S:1:pos:R:3:mulliken_charge:R:1 method="wB97M-V/def2-TZVPD" e_homo_ev="-18.614 / -18.614" total_charge=+2
H 2.110 -1.421 -0.227 0.414
H -1.205 -2.021 -0.155 0.292
C -0.106 -0.401 0.043 0.779
C -0.118 -1.869 -0.112 -1.358
N -2.453 0.268 0.081 -0.016
N -3.398 0.435 0.852 -0.205
H 3.070 -0.147 0.361 0.378
H 0.492 2.611 0.262 0.340
H 2.056 2.256 -0.308 0.371
N -1.219 0.107 0.408 0.146
H 0.413 -2.163 -1.119 0.463
H 2.633 -0.352 -1.282 0.411
C 2.301 -0.350 -0.294 -0.949
H -4.308 0.415 0.417 0.313
H 0.617 2.254 -1.282 0.345
H 0.453 -2.404 0.786 0.413
N 1.093 0.226 0.101 0.008
N 1.041 2.085 -0.396 -0.426
H -3.472 0.472 1.864 0.281

=====

No. 5
17
Properties=species:S:1:pos:R:3:mulliken_charge:R:1 method="wB97M-V/def2-TZVPD" smiles=N[C@H]1C[C@]1(O)[C@@H]1CS1 e_homo_ev=-8.405
H -1.901 0.152 1.780 0.423
C -0.498 0.435 0.040 0.681
H -2.644 0.637 -0.638 0.386
H -0.068 0.940 1.975 0.363
N -2.199 -0.849 1.289 -0.720
H 0.832 -1.484 -1.705 0.319
H -1.417 -0.133 -1.909 0.198
C -1.742 0.183 -0.858 -0.821
H -1.033 -1.954 -0.292 0.229
S 2.171 -0.118 -0.062 -0.205
H -2.085 -1.941 1.858 0.238
H 1.084 1.749 -0.976 0.452
C -1.201 -0.839 0.175 -0.077
H 1.993 -0.025 -2.245 0.269
O -0.772 1.232 1.289 -0.667
C 1.309 -0.486 -1.416 -0.583
C 0.811 0.712 -0.639 -0.487

=====

No. 6
59
Properties=species:S:1:pos:R:3:mulliken_charge:R:1 method="wB97M-V/def2-TZVPD" e_homo_ev=-6.794 total_charge=-1
H -11.306 -19.629 16.432 0.210
H -3.387 -18.663 17.652 0.135
H -11.649 -19.996 18.053 0.355
H -1.580 -19.981 16.183 0.289
H -11.012 -22.935 11.092 0.365
C -9.989 -18.610 17.728 -0.574
O -10.432 -20.680 13.511 -0.569
H -9.103 -21.389 12.067 0.238
C -10.794 -19.845 17.386 -0.321
H -9.295 -18.390 16.911 -0.182
H -7.972 -24.304 17.296 0.260
O -6.871 -14.937 16.375 -0.595
H -1.732 -20.268 14.421 0.338
H -3.598 -19.201 20.630 0.319
O -5.963 -20.533 15.577 -0.523
H -9.661 -23.320 15.632 -0.035
H -9.771 -22.586 13.129 0.019
H -7.652 -16.805 16.857 0.259
C -2.257 -20.278 15.377 -0.899
O -3.749 -22.057 14.670 -0.565
H -3.323 -21.737 16.585 0.138
C -3.721 -19.345 18.454 0.243
O -5.087 -19.611 18.244 -0.467
H -2.589 -18.078 19.764 0.387
H -9.625 -20.543 14.037 0.287
H -4.493 -21.435 14.720 0.355
H -3.041 -20.199 18.376 0.188
H -9.297 -18.794 18.561 0.300
C -9.504 -24.384 15.805 -0.635
C -9.049 -15.692 15.624 -0.950
H -3.086 -19.572 15.336 0.157
H -9.567 -15.291 16.501 0.293
H -7.090 -16.601 15.249 0.050
O -10.062 -21.033 17.292 -0.493
H -6.203 -18.949 14.638 0.347
H -11.126 -21.205 10.812 0.295
H -7.226 -23.080 15.594 0.202
O -8.123 -20.966 15.189 -0.508
O -7.128 -24.031 15.449 -0.503
C -11.137 -21.973 11.589 -1.288
C -8.086 -24.677 16.270 -0.280
H -7.894 -25.750 16.256 0.303
C -2.776 -21.687 15.633 -0.154
H -5.242 -20.142 17.448 0.248
H -9.580 -16.559 15.230 0.269
C -7.653 -16.092 16.028 0.118
H -9.699 -24.852 14.833 0.233
C -10.032 -21.672 12.576 0.270
H -12.094 -21.969 12.110 0.310
H -4.289 -17.762 19.881 0.334
H -10.576 -17.728 17.978 0.410
H -9.499 -20.959 16.503 0.273
C -3.570 -18.567 19.739 -1.422
H -7.117 -14.676 17.266 0.315
C -7.108 -20.260 15.120 0.417
H -1.967 -22.415 15.639 0.351
O -7.169 -19.023 14.460 -0.581
H -9.073 -14.889 14.887 0.305
H -10.249 -24.780 16.500 0.357

=====

no.,total energy (Ha)
1,-8894.45002
2,-165771.68756
3,-382.32231
4,-393.83636
5,-723.91024
6,-1194.73849